Here is C40H67I3N6O3 as an isolated structure from OMol25. Energies are from ωB97M-V with the def2-TZVPD basis set.

## Properties
HOMO level (eV): -8.5
Calculated total energy (eV): -81946.6898
Frontier orbital gap (eV): 8.706

Cartesian coordinates (Å):
C  -1.7560  4.0994  1.3150
C  -2.1111  2.9653  1.1688
C  -2.5756  1.5541  1.2778
C  -4.0388  1.5997  1.7589
C  -4.8859  0.3435  1.4598
C  -5.2349  -0.4602  2.7266
I  -6.6619  -1.9739  2.1280
O  -2.4779  0.9190  0.0309
C  -1.1646  0.5231  -0.2628
C  -0.5869  -0.6472  0.5783
C  0.0949  -1.7108  -0.3300
C  -0.9008  -2.7746  -0.8128
C  -0.1341  -3.6887  -1.7767
O  -0.8322  -4.8885  -2.0438
C  -0.3642  -5.9566  -1.2494
O  -1.5452  -1.3256  1.3828
C  -1.0522  -1.5385  2.6847
C  -1.6105  -2.8072  3.3109
I  -3.1003  -3.9585  2.3616
C  -1.1196  -3.1558  4.4848
C  -0.0660  -2.3431  5.2014
I  -1.7607  -4.8941  5.5467
H  -1.6738  5.1331  1.5460
H  -1.9708  1.0683  2.0470
H  -4.5227  2.4708  1.3230
H  -4.0088  1.7342  2.8432
H  -4.4273  -0.3549  0.7617
H  -5.8094  0.6845  0.9919
H  -5.6689  0.1741  3.4923
H  -4.3155  -0.9293  3.0711
H  -1.1832  0.2020  -1.3059
H  -0.4592  1.3606  -0.2090
H  0.2267  -0.2341  1.1821
H  0.8628  -2.1944  0.2803
H  0.4960  -1.1744  -1.1947
H  -1.7534  -2.3259  -1.3222
H  -1.2430  -3.3594  0.0368
H  0.0315  -3.1766  -2.7270
H  0.8582  -3.8555  -1.3375
H  -1.0803  -6.7758  -1.3185
H  0.5839  -6.3169  -1.6691
H  -0.2655  -5.6714  -0.1983
H  0.0292  -1.6642  2.6726
H  -1.3155  -0.6895  3.3278
H  -0.5435  -1.5112  5.7195
H  0.4540  -2.9424  5.9447
H  0.6798  -1.9819  4.4949
C  1.5363  5.4750  3.5107
C  1.5091  6.9895  3.6854
C  0.2515  7.4833  4.4094
C  -0.9503  7.1221  3.6465
N  -1.8872  6.8428  3.0437
H  0.7076  5.1260  2.8924
H  2.4593  5.1681  3.0186
H  1.4807  4.9662  4.4759
H  1.5792  7.4617  2.7041
H  2.3881  7.3002  4.2533
H  0.2796  8.5671  4.5235
H  0.1819  7.0413  5.4044
C  -0.6601  -2.6845  -6.0226
C  0.4980  -2.1569  -6.8631
C  1.8686  -2.4858  -6.2615
C  2.0043  -1.8816  -4.9287
N  2.1005  -1.4036  -3.8887
H  -0.6762  -2.2282  -5.0314
H  -1.6123  -2.4553  -6.5007
H  -0.5953  -3.7677  -5.9000
H  0.3961  -1.0756  -6.9742
H  0.4408  -2.5885  -7.8638
H  2.6651  -2.1033  -6.8998
H  1.9974  -3.5654  -6.1716
C  5.6380  4.1768  1.4611
C  5.4311  4.2506  -0.0478
C  5.4051  5.6885  -0.5769
C  4.3033  6.4432  0.0363
N  3.4390  7.0230  0.5217
H  4.8198  4.6560  2.0009
H  5.6794  3.1379  1.7892
H  6.5718  4.6612  1.7537
H  4.4965  3.7486  -0.3058
H  6.2352  3.7067  -0.5469
H  5.2691  5.6911  -1.6583
H  6.3445  6.1960  -0.3537
C  -0.2377  -11.0806  -4.1475
C  -0.0999  -9.7289  -3.4557
C  -0.3457  -8.5472  -4.3999
C  0.6313  -8.5612  -5.4983
N  1.3950  -8.5775  -6.3562
H  0.5015  -11.2012  -4.9407
H  -0.0845  -11.8905  -3.4341
H  -1.2315  -11.1981  -4.5842
H  0.8992  -9.6497  -3.0220
H  -0.8130  -9.6744  -2.6308
H  -0.2490  -7.6055  -3.8579
H  -1.3515  -8.5950  -4.8189
C  -3.4575  8.6756  -1.2001
C  -3.8800  7.4209  -0.4435
C  -3.5823  6.1307  -1.2146
C  -4.3086  6.1162  -2.4933
N  -4.8757  6.1051  -3.4923
H  -4.0047  8.7810  -2.1383
H  -3.6599  9.5656  -0.6035
H  -2.3893  8.6557  -1.4264
H  -4.9481  7.4785  -0.2241
H  -3.3572  7.3869  0.5146
H  -3.8871  5.2642  -0.6277
H  -2.5136  6.0432  -1.4146
C  4.1149  -2.4238  3.5755
C  3.8513  -2.2751  2.0807
C  3.6910  -0.8145  1.6447
C  2.5525  -0.1943  2.3361
N  1.6595  0.2785  2.8837
H  3.2801  -2.0480  4.1696
H  4.2514  -3.4736  3.8349
H  5.0159  -1.8825  3.8708
H  2.9516  -2.8368  1.8180
H  4.6788  -2.7188  1.5249
H  3.5178  -0.7575  0.5691
H  4.5927  -0.2444  1.8724

Results of the Löwdin charge analysis, in e, for atoms 1 through 6: C 0.119; C -0.054; C -0.351; C -0.114; C -0.318; C -0.626

=====

Here is a 2-piece molecular cluster, C10H16O overall from OMol25. Energies are from ωB97M-V with the def2-TZVPD basis set.

## Properties
HOMO level (eV): -9.0
Calculated total energy (eV): -12676.7752
Frontier orbital gap (eV): 9.944
Energy above the lowest of the compared OMol25 structures with the same formula, charge and spin (eV): 0.950

Cartesian coordinates (Å):
C  0.6729  -3.5888  -0.0617
C  0.5953  -2.3782  0.8273
C  1.3452  -1.2289  0.6459
C  1.2312  -0.1432  1.4971
C  0.4084  -0.1873  2.6112
C  -0.3845  -1.3201  2.7655
C  -0.3653  -2.3644  1.8629
H  0.8741  -3.3267  -1.1036
H  -0.2419  -4.1815  -0.0063
H  1.4998  -4.2272  0.2433
H  2.1735  -1.2352  -0.0588
H  1.7885  0.7518  1.2589
H  0.3081  0.6501  3.2803
H  -1.0753  -1.4165  3.5949
H  -1.0323  -3.2134  1.9777
C  -1.4488  1.9435  -2.5785
C  -0.1662  2.2657  -1.8254
C  -0.4305  3.1616  -0.6200
O  0.5708  1.1018  -1.4608
H  -1.3013  1.4522  -3.5387
H  -1.9422  2.8765  -2.8430
H  -2.0928  1.3330  -1.9346
H  0.5147  2.7705  -2.4902
H  -1.3325  3.7738  -0.7364
H  -0.5807  2.5580  0.2837
H  0.4018  3.8140  -0.3771
H  0.0102  0.3591  -1.2137

Results of the natural (NBO) charge analysis, in e, for atoms 1 through 6: C -0.634; C 0.002; C -0.247; C -0.180; C -0.237; C -0.201

=====

Here is C44H33IrN3O2PS2 as an isolated structure from OMol25. Energies are from ωB97M-V with the def2-TZVPD basis set.

## Properties
HOMO level (spin up / spin down) (eV): -14.6 / -14.6
Calculated total energy (eV): -88503.4088
⟨S²⟩: 0.867
Total charge: +3
Multiplicity: 2
Frontier orbital gap (spin up / spin down) (eV): 5.375 / 3.549
Energy above the lowest of the compared OMol25 structures with the same formula, charge and spin (eV): 3.287

Cartesian coordinates (Å):
Ir  -0.0808  -0.3697  0.6300
C  2.1695  4.1205  -4.4506
C  2.3374  2.7705  -4.7201
C  2.0604  1.8256  -3.7493
C  1.6443  2.2387  -2.4837
C  1.4794  3.5946  -2.2099
C  1.7454  4.5305  -3.1949
P  1.3335  1.0000  -1.1793
C  1.0236  -0.5067  -2.1700
C  1.9604  -1.4682  -2.5299
C  1.5590  -2.5544  -3.2948
C  0.2363  -2.6891  -3.6922
C  -0.7014  -1.7362  -3.3210
C  -0.3088  -0.6492  -2.5635
C  2.9255  0.8235  -0.3128
C  4.1239  1.2557  -0.8574
C  5.3115  1.1282  -0.1361
C  5.3020  0.5642  1.1197
C  4.0970  0.1452  1.7234
C  4.0646  -0.4206  3.0149
C  2.8700  -0.7885  3.5924
C  1.6667  -0.5735  2.9167
C  1.6512  -0.0714  1.6233
C  2.8748  0.3007  1.0029
H  2.3604  4.8488  -5.2236
H  2.6787  2.4461  -5.6912
H  2.1855  0.7766  -3.9720
H  1.1398  3.9075  -1.2324
H  1.6112  5.5807  -2.9878
H  2.9948  -1.3542  -2.2342
H  2.2815  -3.2933  -3.6105
H  -0.0560  -3.5290  -4.3059
H  -1.7319  -1.8332  -3.6263
H  -1.0250  0.1189  -2.2963
H  4.1430  1.6867  -1.8481
H  6.2373  1.4678  -0.5754
H  6.2265  0.4471  1.6644
H  4.9903  -0.5454  3.5569
H  2.8539  -1.2278  4.5765
H  0.7405  -0.8374  3.4132
S  0.9299  5.0518  2.5307
C  0.7658  6.5768  3.2556
C  -0.5314  6.8389  3.6672
C  -1.4035  5.7947  3.3952
C  -0.7882  4.7042  2.7725
C  -1.3741  3.4730  2.3796
C  -0.6082  2.4552  1.7875
N  -1.0914  1.2901  1.3854
C  -2.4589  1.0586  1.5390
C  -3.3050  2.0193  2.1782
C  -4.6902  1.6846  2.3450
C  -5.1984  0.5090  1.9029
C  -4.3794  -0.4430  1.2191
C  -4.8337  -1.6635  0.7598
C  -3.9484  -2.5398  0.0714
C  -2.6276  -2.0742  -0.1501
N  -2.1558  -0.9518  0.3213
C  -2.9930  -0.1175  1.0335
C  -4.3419  -3.8327  -0.3558
C  -3.5579  -4.8515  -0.9063
C  -4.2666  -6.0182  -1.1443
C  -5.6101  -5.9146  -0.8028
S  -6.0112  -4.4024  -0.1682
C  -2.7677  3.2179  2.5929
H  1.6166  7.2247  3.3513
H  -0.8186  7.7576  4.1477
H  -2.4472  5.8196  3.6444
H  0.4522  2.6183  1.6407
H  -5.3261  2.3991  2.8453
H  -6.2411  0.2667  2.0484
H  -5.8565  -1.9641  0.9350
H  -1.9561  -2.6642  -0.7562
H  -2.5088  -4.7452  -1.1101
H  -3.8365  -6.9204  -1.5415
H  -6.3561  -6.6798  -0.9134
H  -3.3974  3.9521  3.0676
N  2.5381  -4.1832  -0.3281
C  1.1910  -4.5847  0.1392
C  0.4399  -3.2828  0.5512
O  -0.5452  -3.3123  1.2481
O  0.9756  -2.2398  0.0421
H  2.8644  -4.6960  -1.1519
H  3.2407  -4.2798  0.4134
H  2.3833  -3.1556  -0.5456
H  1.2278  -5.2821  0.9742
H  0.6312  -5.0431  -0.6761

Results of the Löwdin charge analysis, in e, for atoms 1 through 6: Ir 1.218; C -0.031; C -0.038; C -0.071; C -0.348; C -0.082

=====

Here is H16O8Y as an isolated structure from OMol25. Energies are from ωB97M-V with the def2-TZVPD basis set.

## Properties
HOMO level (eV): -23.7
Calculated total energy (eV): -17660.8244
Total charge: +3
Frontier orbital gap (eV): 13.546
Energy above the lowest of the compared OMol25 structures with the same formula, charge and spin (eV): 0.046

Cartesian coordinates (Å):
Y  -0.1761  -0.0373  -0.0092
O  -1.8688  -0.2946  1.4819
H  -2.2963  -1.1561  1.6453
H  -2.2393  0.2883  2.1715
O  -0.6389  -2.3075  -0.5564
H  -1.2619  -2.9618  -0.1896
H  -0.1522  -2.7998  -1.2405
O  2.0341  -0.8166  -0.6274
H  2.8814  -0.4710  -0.2910
H  2.2809  -1.6074  -1.1384
O  0.6521  1.4642  1.6561
H  1.3622  1.3107  2.3038
H  0.5323  2.4286  1.6221
O  0.7721  -1.2143  1.7815
H  0.4710  -1.2628  2.7061
H  1.2073  -2.0650  1.6000
O  1.0745  1.6735  -1.1368
H  1.7359  1.3532  -1.7748
H  1.2866  2.6165  -1.0248
O  -1.5916  1.8938  -0.2471
H  -1.7727  2.5005  -0.9872
H  -2.3187  2.0550  0.3775
O  -0.5584  -0.2619  -2.3278
H  -0.1905  0.4053  -2.9332
H  -1.2250  -0.7336  -2.8615

Results of the natural (NBO) charge analysis, in e, for atoms 1 through 6: Y 2.210; O -0.987; H 0.543; H 0.553; O -0.988; H 0.546